Model w:
{
  "formula": "C6H16",
  "method": "ωB97M-V with the def2-TZVPD basis set",
  "species": ["C", "C", "C", "H", "H", "H", "H", "H", "H", "H", "H", "C", "C", "C", "H", "H", "H", "H", "H", "H", "H", "H"],
  "positions_angstrom": [[-2.1535, 2.5177, -0.0674], [-0.7833, 2.0136, -0.6347], [0.4203, 2.7705, -0.0093], [-3.0306, 2.0297, -0.5248], [-2.2245, 3.6044, -0.2421], [-2.1760, 2.3340, 1.0200], [-0.6340, 0.9454, -0.3853], [-0.7647, 2.1075, -1.7375], [0.3812, 3.8454, -0.2537], [1.3580, 2.3521, -0.4120], [0.4281, 2.6594, 1.0881], [1.6443, -1.5565, -0.2814], [1.2134, -2.8832, 0.3271], [-0.2634, -3.0713, 0.5427], [1.4412, -0.8330, 0.5261], [1.0723, -1.2558, -1.1752], [2.7198, -1.5207, -0.5234], [1.5383, -3.7099, -0.3335], [1.7351, -3.0019, 1.2962], [-0.8182, -2.6324, -0.3036], [-0.5868, -2.5725, 1.4719], [-0.5170, -4.1425, 0.6119]],
  "lumo_ha": 0.039,
  "smiles": "CCC.CCC",
  "homo_energy_ev": -11.22,
  "orbital_gap_ev": 12.29
}

Model x:
{
  "formula": "C6H16",
  "method": "ωB97M-V with the def2-TZVPD basis set",
  "species": ["C", "C", "C", "H", "H", "H", "H", "H", "H", "H", "H", "C", "C", "C", "H", "H", "H", "H", "H", "H", "H", "H"],
  "positions_angstrom": [[-1.1489, 2.8497, -0.7272], [-1.1303, 1.3953, -0.0987], [-2.1636, 0.4588, -0.6428], [-0.2262, 2.9237, -1.3739], [-1.9149, 2.8592, -1.4082], [-1.3045, 3.6589, -0.0172], [-1.3423, 1.3494, 1.0253], [-0.0702, 1.0044, -0.0913], [-3.0071, 1.0481, -0.8722], [-2.4203, -0.5106, -0.1559], [-1.7493, -0.0393, -1.4852], [1.6387, -2.5620, -0.3088], [1.7478, -1.0019, 0.0898], [1.1067, -0.8090, 1.5420], [1.8453, -3.2101, 0.6262], [0.7377, -2.8200, -0.7216], [2.5409, -2.8031, -0.8935], [1.4180, -0.1843, -0.6338], [2.8416, -0.9576, 0.2150], [1.2404, -1.8294, 2.1561], [-0.0669, -0.7164, 1.5087], [1.4273, -0.1036, 2.2672]],
  "lumo_ha": 0.041,
  "smiles": "CCC.CCC",
  "homo_energy_ev": -10.64,
  "orbital_gap_ev": 11.75
}

Model y:
{
  "formula": "C6H16",
  "method": "ωB97M-V with the def2-TZVPD basis set",
  "species": ["C", "C", "C", "H", "H", "H", "H", "H", "H", "H", "H", "C", "C", "C", "H", "H", "H", "H", "H", "H", "H", "H"],
  "positions_angstrom": [[0.3703, -0.6285, 1.8290], [-0.2372, 0.4623, 2.6049], [0.4065, 1.8669, 2.0045], [1.4075, -0.5611, 1.9248], [0.2264, -0.6979, 0.7463], [-0.0506, -1.7183, 2.2198], [-1.2762, 0.5143, 2.2390], [-0.0802, 0.2781, 3.6571], [1.3321, 1.7433, 1.4436], [-0.2030, 2.6134, 1.4467], [0.7842, 2.3693, 2.9584], [-0.5715, 0.7188, -2.1058], [-0.0298, -0.5555, -2.7821], [0.0568, -1.7399, -1.6744], [-0.8591, 0.4888, -1.2309], [-1.5693, 0.9657, -2.5585], [0.1936, 1.4363, -1.8402], [-0.7764, -1.0663, -3.4008], [0.8903, -0.4906, -3.3013], [0.8750, -2.2622, -1.9270], [0.0722, -1.3635, -0.6408], [-0.9615, -2.3735, -1.6122]],
  "lumo_ha": 0.039,
  "smiles": "CCC.CCC",
  "homo_energy_ev": -10.69,
  "orbital_gap_ev": 11.74
}

Model z:
{
  "formula": "C6H16",
  "method": "ωB97M-V with the def2-TZVPD basis set",
  "species": ["C", "C", "C", "H", "H", "H", "H", "H", "H", "H", "H", "C", "C", "C", "H", "H", "H", "H", "H", "H", "H", "H"],
  "positions_angstrom": [[1.4244, 1.4733, -1.8340], [-0.0526, 1.1003, -1.9427], [-0.7481, 1.7152, -0.6940], [1.6986, 2.2435, -2.5897], [1.7173, 2.1739, -0.9712], [2.1147, 0.6474, -1.6696], [-0.0581, 0.0020, -1.8092], [-0.3675, 1.4589, -2.9349], [-0.4475, 2.7416, -0.5190], [-0.6359, 1.0703, 0.2043], [-1.8280, 1.7294, -0.8493], [0.3773, -1.9232, 0.4075], [0.0425, -0.9291, 1.5421], [-1.0946, -1.4301, 2.4656], [0.9194, -2.7724, 0.8610], [1.1151, -1.4947, -0.2334], [-0.4912, -2.2948, -0.1217], [0.9850, -0.6467, 2.0171], [-0.2784, 0.0415, 1.1727], [-0.8588, -2.3927, 2.8986], [-1.3151, -0.6708, 3.1996], [-1.9333, -1.8110, 1.8725]],
  "lumo_ha": 0.043,
  "smiles": "CCC.CCC",
  "homo_energy_ev": -10.76,
  "orbital_gap_ev": 11.92
}

Result of the stability comparison: model w is the most stable of them.

Model w:
{
  "formula": "C6H16",
  "method": "ωB97M-V with the def2-TZVPD basis set",
  "species": ["C", "C", "C", "H", "H", "H", "H", "H", "H", "H", "H", "C", "C", "C", "H", "H", "H", "H", "H", "H", "H", "H"],
  "positions_angstrom": [[-1.8169, -1.4312, 0.7228], [-1.7453, -0.0470, 0.0570], [-2.5496, 1.0504, 0.7529], [-1.1687, -1.6468, 1.5821], [-2.8228, -1.6945, 1.0744], [-1.5008, -2.1002, -0.0628], [-0.6827, 0.2143, -0.0949], [-1.9779, -0.0702, -1.0133], [-3.5209, 1.1409, 0.2818], [-2.6000, 0.9092, 1.8219], [-2.0937, 2.0498, 0.8613], [3.1654, 0.3244, 0.1997], [1.6423, 0.2051, -0.1182], [1.2458, -0.1008, -1.5814], [3.7221, -0.0754, -0.6353], [3.3127, -0.2857, 1.0826], [3.3909, 1.3873, 0.2043], [1.1473, -0.5056, 0.5420], [1.1505, 1.1504, 0.1388], [0.5524, -0.9380, -1.6865], [1.0259, 0.8939, -2.0098], [2.0844, -0.2907, -2.2608]],
  "lumo_ha": 0.038,
  "smiles": "CCC.CCC",
  "homo_energy_ev": -10.80,
  "orbital_gap_ev": 11.83
}

Model x:
{
  "formula": "C6H16",
  "method": "ωB97M-V with the def2-TZVPD basis set",
  "species": ["C", "C", "C", "H", "H", "H", "H", "H", "H", "H", "H", "C", "C", "C", "H", "H", "H", "H", "H", "H", "H", "H"],
  "positions_angstrom": [[0.4527, 2.2899, 0.0532], [-0.5201, 1.3535, -0.6930], [-1.6567, 2.1750, -1.3457], [1.2049, 2.6663, -0.6488], [1.0918, 1.6482, 0.6814], [0.0141, 3.0462, 0.6996], [0.0729, 0.9154, -1.4991], [-0.8091, 0.6448, 0.0731], [-2.3147, 1.5547, -1.9460], [-2.1333, 2.7023, -0.5240], [-1.1511, 2.8997, -1.9894], [-0.6445, -2.1918, 1.2269], [0.9104, -2.2092, 1.1391], [1.3699, -1.7274, -0.2354], [-0.9090, -1.1338, 1.2277], [-1.1475, -2.4353, 0.2841], [-0.9324, -2.7603, 2.0974], [1.2879, -1.5932, 1.9509], [1.2511, -3.2283, 1.2696], [1.3949, -0.6395, -0.3819], [2.4368, -1.8313, -0.4394], [0.7309, -2.1458, -1.0003]],
  "lumo_ha": 0.040,
  "smiles": "CCC.CCC",
  "homo_energy_ev": -11.01,
  "orbital_gap_ev": 12.09
}

Model y:
{
  "formula": "C6H16",
  "method": "ωB97M-V with the def2-TZVPD basis set",
  "species": ["C", "C", "C", "C", "H", "H", "H", "H", "H", "H", "H", "H", "H", "H", "C", "C", "H", "H", "H", "H", "H", "H"],
  "positions_angstrom": [[-1.2888, -0.6905, 2.0231], [-0.5922, 0.2449, 1.0242], [-1.4057, 1.4928, 0.6698], [0.7885, 0.6696, 1.5410], [-1.1561, -1.7296, 1.7233], [-2.3629, -0.5106, 2.0045], [-0.9130, -0.5665, 3.0352], [-0.3921, -0.2954, 0.0978], [-1.4535, 2.1564, 1.5344], [-0.9407, 1.9997, -0.1766], [-2.4399, 1.2228, 0.4477], [1.2412, 1.3818, 0.8487], [0.6964, 1.0873, 2.5448], [1.4411, -0.2016, 1.6774], [1.1192, -1.4766, -2.0407], [1.0696, -0.1074, -2.7368], [1.5128, -1.3044, -1.0382], [0.1505, -1.9646, -1.9697], [1.8158, -2.1494, -2.5411], [0.2077, 0.4557, -2.3627], [1.9642, 0.4590, -2.4929], [0.9377, -0.1733, -3.8132]],
  "lumo_ha": 0.038,
  "smiles": "CC(C)C.CC",
  "homo_energy_ev": -11.14,
  "orbital_gap_ev": 12.18
}

Result of the stability comparison: model y is the most stable of them.